[1]
Molecular formula: C24H30F4NO4S2
Method: DFT, ωB97M-V with the def2-TZVPD basis set

Last column: natural (NBO) charge in e.
CARTESIAN COORDINATES (ANGSTROEM)
C 1.3391 2.0592 1.7164  -0.6649
C 2.5072 1.6036 0.8840  0.0805
C 3.8347 1.7971 1.2828  -0.0762
C 4.2319 2.5203 2.5528  -0.4160
C 3.6039 3.8940 2.8289  -0.4229
C 3.5492 4.8197 1.6252  -0.0661
O 2.5747 5.8579 1.7790  -0.7227
C 4.8558 1.3038 0.4785  -0.1437
C 4.6033 0.6132 -0.6916  -0.2419
C 3.2902 0.4316 -1.0930  -0.1670
C 2.2589 0.9454 -0.3183  0.1176
N 0.9021 0.7756 -0.7575  -0.5206
C 0.4472 1.7542 -1.6916  1.0988
F -0.5032 2.5576 -1.1218  -0.3378
F 1.4427 2.5917 -2.0805  -0.3303
F -0.1054 1.2152 -2.7895  -0.3015
C 0.6247 -0.5992 -1.0808  0.0358
C -0.4589 -1.2400 -0.4918  0.4070
O -1.2114 -0.5026 0.3641  -0.5138
C -2.5411 -0.9432 0.6072  -0.0575
C -3.4763 -0.8150 -0.5961  -0.2986
C -3.1094 0.3571 -1.4963  -0.5914
C -4.9524 -0.7514 -0.1506  -0.2014
C -5.3817 -2.0153 0.6208  -0.6070
C -5.3198 0.4827 0.6799  -0.6123
C -0.6921 -2.5756 -0.7818  -0.2134
C 0.1368 -3.2441 -1.6514  0.0491
C -0.1978 -4.6645 -1.9811  -0.6754
S 0.0943 -5.7670 -0.5901  2.0255
O -1.1732 -6.1956 -0.0590  -0.9474
O 1.1003 -5.2442 0.2943  -0.9405
C 1.2262 -2.6223 -2.2271  -0.2368
C 1.4647 -1.2923 -1.9231  -0.1542
S 2.8840 -0.4549 -2.5612  0.2994
H 0.4648 1.4612 1.4690  0.2622
H 1.5513 1.8952 2.7741  0.2030
H 1.1096 3.1139 1.5637  0.2144
H 4.0504 1.8631 3.4079  0.2176
H 5.3136 2.6598 2.5043  0.2045
H 2.6088 3.7707 3.2598  0.1971
H 4.2038 4.3704 3.6079  0.2053
H 4.5036 5.3353 1.5171  0.1701
H 3.3312 4.2705 0.7083  0.1767
H 1.9026 5.5493 2.3920  0.4607
H 5.8826 1.4552 0.7901  0.1928
H 5.4118 0.2209 -1.2928  0.2164
H -2.8858 -0.3192 1.4336  0.1781
H -2.5357 -1.9658 0.9884  0.1691
H -3.3804 -1.7001 -1.2342  0.2929
H -3.7445 0.3312 -2.3816  0.2149
H -2.0904 0.2391 -1.8548  0.2347
H -3.2074 1.3296 -1.0087  0.1764
H -5.5621 -0.7187 -1.0562  0.1991
H -6.2024 -1.8099 1.3098  0.1914
H -4.5683 -2.4563 1.1930  0.2002
H -5.7269 -2.7875 -0.0682  0.2124
H -4.9283 0.4180 1.6974  0.1896
H -6.4054 0.5627 0.7669  0.1961
H -4.9599 1.4145 0.2459  0.2094
H -1.5201 -3.1038 -0.3401  0.2282
H 0.4251 -5.0447 -2.7897  0.2309
H -1.2603 -4.7220 -2.2160  0.3030
H 0.6734 -6.8303 -1.2066  -0.0547
H 1.8831 -3.1554 -2.9012  0.2070
F -2.1871 -2.2996 -2.8589  -0.9518

Atoms 1-3, force components in eV/Å:
0.098 -0.366 0.217
-0.049 0.007 0.091
0.016 0.142 -0.078

As for the orbital gap: 7.0 eV. The net charge is -1. The HOMO energy is -4.520 eV. The LUMO energy comes out at 2.4353 eV.

---

[2]
Molecular formula: C24H33N3O4
Method: DFT, ωB97M-V with the def2-TZVPD basis set

Last column: natural (NBO) charge in e.
CARTESIAN COORDINATES (ANGSTROEM)
O -1.5745 -0.4747 3.3508  -0.6730
O -0.2184 0.7339 -0.6272  -0.6307
O -3.2546 -1.1371 -1.1607  -0.6453
O 2.4413 0.2840 1.7531  -0.5561
C -2.5781 -0.1937 2.7061  0.6816
C 0.8528 0.8877 -0.0567  0.6674
C -2.2364 -1.6333 -0.6846  0.6942
C 1.2315 -5.5283 2.2127  -0.2250
C 0.2099 -6.0520 1.4012  -0.2264
C 1.1214 -4.2246 2.7228  -0.1970
C 1.5328 3.5844 -3.7204  -0.2272
C 0.7331 5.0672 -1.9960  -0.2267
C -0.9216 -5.2731 1.0972  -0.1605
C -0.0157 -3.4528 2.4313  -0.2437
C 1.4835 2.8344 -1.4122  0.1655
C 1.0192 4.8295 -3.3440  0.0075
C 1.7660 2.5808 -2.7693  0.0114
C 0.9591 4.0825 -1.0238  0.0034
C -1.0395 -3.9680 1.6111  -0.0349
N 1.7528 1.8598 -0.4459  -0.6520
N -1.2612 -2.1464 -1.4452  -0.6028
N -2.8846 -0.7631 1.5442  -0.5991
C 2.7523 -0.6318 2.8105  -0.2519
C -3.5362 0.8563 3.2130  -0.7045
C 1.1859 -0.0248 1.1217  -0.1643
C 0.7827 5.9020 -4.3736  -0.6288
C 2.3153 1.2465 -3.2144  -0.6370
C 0.6165 4.3671 0.4187  -0.6367
C -1.2304 -2.0437 -2.9016  -0.4125
C -2.2954 -3.1500 1.3618  -0.4341
C -2.0415 -1.7251 0.8353  -0.1308
H 2.0966 -6.1316 2.4503  0.2132
H 0.2916 -7.0577 1.0136  0.2128
H 1.8943 -3.8291 3.3663  0.2100
H 1.7506 3.3944 -4.7666  0.2049
H 0.3264 6.0302 -1.7032  0.2048
H -1.7107 -5.6893 0.4872  0.2028
H -0.1162 -2.4728 2.8740  0.2417
H 2.4947 2.0440 0.2241  0.4146
H -0.4662 -2.5533 -0.9798  0.3981
H -3.6978 -0.4357 1.0427  0.4218
H 2.8569 -1.6493 2.4211  0.1696
H 1.9675 -0.6244 3.5747  0.1798
H 3.6963 -0.3446 3.2829  0.1968
H -3.5696 1.6788 2.5006  0.2299
H -4.5272 0.4194 3.3211  0.2253
H -3.1856 1.2179 4.1782  0.2401
H 1.1999 -1.0559 0.7594  0.1891
H 0.3852 0.0775 1.8573  0.2248
H 0.5824 5.4588 -5.3542  0.2161
H 1.6639 6.5459 -4.4538  0.2207
H -0.0776 6.5187 -4.0948  0.2169
H 2.5738 1.2604 -4.2773  0.2142
H 1.5681 0.4637 -3.0507  0.2257
H 3.2163 0.9973 -2.6459  0.2213
H -0.1471 3.6645 0.7668  0.2275
H 0.2280 5.3828 0.5396  0.2181
H 1.5061 4.2627 1.0471  0.2141
H -0.3818 -2.5977 -3.3034  0.2043
H -2.1571 -2.4409 -3.3200  0.2124
H -1.1426 -0.9923 -3.1863  0.2139
H -2.9521 -3.6774 0.6683  0.2176
H -2.8255 -3.0953 2.3140  0.2366
H -1.0093 -1.4629 1.0310  0.2308

Atoms 1-3, force components in eV/Å:
0.379 -0.286 -0.101
0.456 -0.176 0.261
0.414 -0.158 0.293

As for the orbital gap: 9.4 eV. The net charge is 0. The SMILES is CNC(=O)[C@H](Cc1ccccc1)NC(C)=O.COCC(=O)Nc1c(C)cc(C)cc1C. The HOMO energy is -8.752 eV. The LUMO energy comes out at 0.6488 eV.

---

[3]
Molecular formula: C5H7NO2
Method: DFT, ωB97M-V with the def2-TZVPD basis set

Last column: natural (NBO) charge in e.
CARTESIAN COORDINATES (ANGSTROEM)
C -2.7315 0.3617 0.1385  0.6138
C -0.2490 0.4700 -0.4586  0.3031
C 0.7553 1.2530 0.0174  -0.2595
C 1.8949 0.2140 0.3166  -0.2329
C 0.0571 -1.0526 -0.4567  -0.2624
H -3.4776 1.2851 0.1555  0.1838
H 1.1574 2.3147 0.0438  0.2446
H 2.9003 0.4210 -0.1891  0.1924
H 1.9387 0.1784 1.3814  0.1780
H 1.5632 -1.7174 0.4912  0.3564
H -0.3381 -1.2496 -1.4407  0.2028
H -0.4123 -1.4270 0.3931  0.2023
N 1.4135 -1.0357 -0.2232  -0.6176
O -2.9365 -0.9699 0.2346  -0.5774
O -1.5354 0.9543 -0.4039  -0.5274

Atoms 1-3, force components in eV/Å:
0.662 -5.554 -2.124
0.165 0.947 3.262
2.391 -1.498 -1.344

As for the orbital gap: 8.8 eV. The net charge is 0. The SMILES is O=COC1=CCNC1. The HOMO energy is -8.636 eV. The LUMO energy comes out at 0.1744 eV.

---

[4]
Molecular formula: C29H49ClNO2PTi
Method: DFT, ωB97M-V with the def2-TZVPD basis set

Last column: Löwdin spin population.
CARTESIAN COORDINATES (ANGSTROEM)
Ti -0.2331 0.2388 2.0855  0.9243
Cl 1.2691 -1.0412 3.1703  0.0298
P 0.0292 0.2247 -0.3954  0.0321
C -1.9326 -0.3564 1.3252  -0.0634
H -2.3635 -1.1129 0.6756  -0.0042
H -2.6993 0.3751 1.6851  -0.0032
C 1.8487 0.4861 -0.6411  0.0019
C -0.7668 1.8905 -0.6411  0.0044
C 2.3056 0.5937 -2.1105  -0.0006
H 2.0746 1.4404 -0.1196  0.0012
C 3.7962 0.9624 -2.1569  -0.0002
H 2.1579 -0.3810 -2.6054  0.0002
H 1.7127 1.3345 -2.6710  0.0000
C 4.6727 -0.0143 -1.3497  0.0001
H 4.1220 0.9923 -3.2055  -0.0001
H 3.9052 1.9785 -1.7505  0.0000
C 4.1295 -0.2771 0.0560  0.0003
H 4.7203 -0.9669 -1.8962  0.0000
H 5.6964 0.3728 -1.2917  0.0000
C 2.6411 -0.6493 0.0151  0.0035
H 4.7075 -1.0696 0.5452  0.0000
H 4.2473 0.6278 0.6672  0.0000
H 2.4927 -1.5770 -0.5624  0.0003
H 2.2910 -0.8486 1.0395  0.0021
C -0.6450 -0.8874 -1.7240  0.0095
C -2.2624 1.7585 -0.9471  -0.0023
H -0.6712 2.3346 0.3681  0.0007
C -2.9594 3.1195 -0.8184  -0.0001
H -2.4111 1.3541 -1.9592  -0.0001
H -2.7103 1.0398 -0.2504  -0.0015
C -2.2702 4.2002 -1.6542  -0.0001
H -4.0066 3.0186 -1.1299  0.0000
H -2.9616 3.4115 0.2408  0.0000
C -0.7526 4.2571 -1.4520  0.0001
H -2.4757 4.0073 -2.7156  0.0000
H -2.7013 5.1801 -1.4268  0.0000
C -0.0966 2.8790 -1.6167  0.0004
H -0.3068 4.9686 -2.1607  0.0000
H -0.5183 4.6202 -0.4403  0.0000
H -0.2195 2.5256 -2.6547  0.0000
H 0.9803 2.9646 -1.4159  0.0000
C 0.0298 -2.2634 -1.7776  0.0015
H -1.6870 -1.0489 -1.3913  -0.0003
C -0.6846 -3.2025 -2.7599  0.0001
H 1.0838 -2.1571 -2.0735  0.0001
H 0.0111 -2.7185 -0.7845  0.0010
C -0.8906 -2.5767 -4.1430  0.0001
H -0.1168 -4.1358 -2.8545  0.0000
H -1.6607 -3.4692 -2.3322  0.0000
C -1.4947 -1.1734 -4.0511  0.0007
H 0.0805 -2.5125 -4.6519  0.0000
H -1.5327 -3.2169 -4.7563  0.0000
C -0.6591 -0.2761 -3.1320  0.0011
H -1.5752 -0.7147 -5.0431  0.0002
H -2.5110 -1.2343 -3.6382  0.0000
H 0.3691 -0.2265 -3.5137  0.0000
H -1.0548 0.7462 -3.1327  0.0000
C -0.3583 -3.5981 1.4959  0.0019
C -1.6987 -3.4909 1.3381  0.0042
H 0.3696 -3.2006 0.7813  0.0017
C -2.6202 -3.4446 2.5147  -0.0014
H -2.1785 -3.3554 0.3651  0.0002
C -1.8405 -3.3420 3.8546  0.0000
H -3.2813 -2.5769 2.4026  -0.0011
H -3.2558 -4.3434 2.5453  0.0000
C -0.6816 -4.3372 3.9061  0.0000
H -1.4672 -2.3147 3.9817  0.0001
H -2.5272 -3.5582 4.6798  0.0000
C 0.2731 -4.2440 2.6916  -0.0001
H -0.1274 -4.2219 4.8447  0.0000
H -1.1028 -5.3499 3.9167  0.0000
H 1.1621 -3.6705 2.9863  0.0002
H 0.6337 -5.2616 2.4490  -0.0001
O 1.9411 3.6268 1.0910  0.0012
C 1.3238 3.3524 2.1082  0.0025
C 1.1923 4.1393 3.4105  0.0000
C 0.2330 3.3625 4.2956  0.0038
C -0.1497 2.2143 3.4367  0.0206
O -0.9890 1.2655 3.6713  0.0150
N 0.5340 2.1964 2.2652  0.0100
H 2.1810 4.2281 3.8710  0.0000
H 0.8202 5.1517 3.2133  0.0000
H 0.7141 3.0241 5.2229  0.0014
H -0.6431 3.9538 4.5856  0.0002

Atoms 1-3, force components in eV/Å:
-1.950 -1.991 -2.605
1.063 -0.726 1.062
0.459 -0.264 1.334

The multiplicity is 2. As for the orbital gap (spin up / spin down): 4.8 / 5.0 eV. Its expectation value of S² is 0.7660. The net charge is -1. The HOMO energy (spin up / spin down) is -2.153 / -2.423 eV. The LUMO energy (spin up / spin down) comes out at 2.6152 / 2.6103 eV.